# C25H45HfNP2S

A molecular structure, C25H45HfNP2S at a distorted geometry (ωB97M-V/def2-TZVPD, OMol25).

- Gap between HOMO and LUMO (alpha / beta): 4.84 / 4.76 eV
- LUMO level (alpha / beta): -7.74 / -7.82 eV
- Total charge: +2

Each line ends with the Mulliken charge.
Geometry (Å):
Hf: -0.48 0.07 -1.29  -1.35
C: -1.95 1.57 0.66  0.78
C: -2.48 0.65 -0.36  1.93
C: -2.21 -0.49 1.66  0.80
C: -1.89 0.87 1.88  0.51
C: -2.58 -0.66 0.31  -0.03
C: -1.85 3.04 0.50  -1.90
H: -1.59 3.32 -0.53  0.23
H: -1.08 3.46 1.16  0.28
H: -2.80 3.53 0.75  0.37
C: -1.75 1.49 3.22  -1.47
H: -1.43 2.54 3.16  0.42
H: -1.03 0.96 3.86  0.25
H: -2.71 1.48 3.76  0.35
C: -2.29 -1.52 2.73  -2.29
H: -3.21 -1.43 3.33  0.37
H: -1.44 -1.44 3.43  0.37
H: -2.28 -2.53 2.30  0.39
C: -3.29 -1.84 -0.25  -1.29
H: -4.39 -1.70 -0.25  0.26
H: -3.09 -2.74 0.36  0.41
H: -2.98 -2.07 -1.27  0.17
C: -3.36 1.09 -1.49  -1.28
H: -4.30 1.52 -1.09  0.37
H: -3.64 0.27 -2.15  0.44
H: -2.88 1.87 -2.10  0.26
C: 1.40 0.68 -1.99  0.10
C: 0.35 1.69 -2.28  0.61
C: -0.27 1.74 -3.65  -1.36
C: -1.05 0.48 -4.10  -1.16
C: -1.29 -0.62 -3.06  0.19
C: -0.19 -1.51 -2.61  0.39
C: 1.11 -1.42 -3.43  -1.52
C: 1.98 -0.18 -3.10  -1.07
H: 0.50 1.96 -4.40  0.52
H: -0.53 0.06 -4.98  0.32
H: -0.94 2.62 -3.71  0.40
H: 2.20 0.38 -4.02  0.31
H: 2.13 0.91 -1.21  0.32
H: 0.49 2.69 -1.84  0.67
H: 2.96 -0.53 -2.75  0.37
H: 1.70 -2.32 -3.22  0.43
H: -0.38 -2.49 -2.10  -0.02
H: 0.90 -1.42 -4.52  0.46
H: -2.02 0.83 -4.47  0.42
H: -2.29 -1.04 -3.12  0.95
P: 2.55 2.45 1.96  0.71
C: 1.75 2.99 3.44  -1.14
H: 2.39 3.81 3.81  0.48
H: 1.68 2.18 4.18  0.49
H: 0.74 3.38 3.22  0.29
C: 4.26 2.02 2.10  -1.15
H: 4.78 2.97 2.32  0.46
H: 4.63 1.59 1.16  0.38
H: 4.40 1.30 2.92  0.39
C: 2.13 3.49 0.57  -1.01
H: 2.46 3.06 -0.39  0.37
H: 2.66 4.44 0.73  0.57
H: 1.05 3.68 0.52  0.16
P: 1.05 -3.50 0.41  0.82
C: 0.04 -4.88 -0.23  -1.27
H: 0.64 -5.74 -0.56  0.41
H: -0.51 -4.45 -1.10  0.33
H: -0.70 -5.20 0.53  0.36
C: 2.74 -3.54 -0.32  -1.02
H: 2.67 -3.04 -1.32  0.14
H: 3.15 -4.56 -0.43  0.42
H: 3.41 -2.93 0.32  0.27
C: 1.12 -3.41 2.25  -0.81
H: 1.13 -4.41 2.72  0.45
H: 0.22 -2.83 2.58  -0.01
H: 2.02 -2.81 2.52  0.25
S: 1.64 0.58 1.41  0.47
C: 1.19 -0.01 2.95  -0.06
N: 0.90 -0.45 4.00  -0.45